Below is a 2-piece molecular cluster, C4H5N overall at a distorted geometry, with properties calculated with ωB97M-V with the def2-TZVPD basis set.

As for the energy above the lowest of the compared OMol25 structures with the same formula, charge and spin: 115.0 kcal/mol. The value obtained for the HOMO energy is -10.085 eV. The gap between HOMO and LUMO is 9.642 eV. For the lowest unoccupied orbital energy, the calculation gives -0.0163 Eh. Its calculated total energy is -209.98047 a.u.

XYZ file:
```
10
Properties=species:S:1:pos:R:3:forces:R:3
C -2.598593 0.418186 -0.056604 -0.7 0.4 -0.1
C -1.504608 -0.004578 0.154150 4.5 -2.4 0.6
C 1.206679 0.024874 -0.327669 0.7 0.7 -0.9
C 0.438816 -0.943168 0.416947 -4.4 1.5 0.1
N 1.816624 0.943673 0.289615 0.1 -0.1 0.4
H -3.553720 0.831655 -0.218265 -0.4 0.2 -0.1
H 1.194437 -0.097026 -1.420236 0.0 0.1 0.2
H 0.191777 -1.890053 -0.031325 0.1 -0.2 0.0
H 0.491699 -0.888508 1.491493 0.1 -0.1 0.1
H 2.316887 1.604942 -0.298109 -0.1 -0.2 -0.3
```
Forces are in eV/Å.